# 1
# C53H44FN2O4P2ReS3Se

A structure of composition C53H44FN2O4P2ReS3Se in a non-equilibrium geometry (ωB97M-V/def2-TZVPD, OMol25).

Computed properties:
Kohn-Sham gap (alpha / beta)   6.394 / 6.758 eV
Energy relative to the best compared isomer or geometry (same formula, charge and spin)   15.33 kcal per mole
HOMO energy (alpha / beta)   -0.3238 / -0.3532 hartree
⟨S²⟩   3.7727
Energy   -188118.152 eV

```
! RIJCOSX wB97M-V def2-TZVPD def2/J DEFGRID3
* xyz 1 4
Re -0.66 -0.26 0.13
O 1.51 -2.55 -0.38
S 1.41 -1.41 0.62
C 2.66 -0.29 0.08
C 3.56 0.28 0.94
C 4.61 1.11 0.48
C 4.75 1.29 -0.86
C 5.78 2.05 -1.67
C 5.43 1.76 -3.15
C 4.13 0.97 -3.09
C 3.33 0.48 -4.07
C 2.17 -0.25 -3.69
C 1.83 -0.50 -2.38
P 0.24 -1.33 -2.05
C 0.27 -2.88 -2.99
C -0.88 -3.38 -3.60
C -0.82 -4.57 -4.32
C 0.37 -5.26 -4.42
C 1.52 -4.77 -3.81
C 1.47 -3.59 -3.09
C -2.68 -0.31 -2.99
C -3.08 -1.21 -2.01
C -4.42 -1.29 -1.65
C -5.36 -0.49 -2.28
C -4.96 0.39 -3.29
C -3.63 0.47 -3.64
C 2.71 -0.05 -1.34
C 3.81 0.71 -1.74
C 1.93 -1.99 2.18
C 2.80 -3.04 2.19
C 3.38 -3.51 3.39
C 3.09 -2.83 4.54
C 3.61 -3.03 5.95
C 2.95 -1.89 6.78
C 2.05 -1.17 5.79
C 1.22 -0.11 5.95
C 0.46 0.30 4.84
C 0.51 -0.28 3.58
P -0.83 0.31 2.46
C -0.76 2.11 2.77
C -1.90 2.82 3.14
C -1.83 4.21 3.29
C -0.64 4.87 3.06
C 0.50 4.16 2.69
C 0.44 2.79 2.54
C -2.39 -0.28 3.21
C -3.49 -0.33 2.36
C -4.73 -0.75 2.82
C -4.88 -1.16 4.14
C -3.78 -1.15 4.98
C -2.54 -0.71 4.53
C 1.48 -1.32 3.37
C 2.17 -1.76 4.52
H 3.49 0.07 2.00
H 5.31 1.55 1.19
H 5.73 3.12 -1.45
H 6.79 1.72 -1.42
H 5.32 2.67 -3.74
H 6.20 1.16 -3.63
H 3.54 0.63 -5.12
H 1.53 -0.62 -4.49
H -1.81 -2.84 -3.57
H -1.72 -4.93 -4.81
H 0.41 -6.19 -4.98
H 2.45 -5.31 -3.89
H 2.36 -3.21 -2.61
H -2.39 -1.88 -1.52
H -4.72 -2.00 -0.89
H -6.41 -0.56 -2.01
H -5.70 0.99 -3.81
H -3.32 1.12 -4.46
H 3.06 -3.51 1.24
H 4.06 -4.36 3.37
H 3.34 -4.01 6.32
H 4.70 -2.97 5.97
H 2.37 -2.29 7.61
H 3.69 -1.21 7.20
H 1.11 0.41 6.90
H -0.24 1.12 4.99
H -2.83 2.30 3.33
H -2.72 4.76 3.58
H -0.59 5.95 3.19
H 1.43 4.68 2.52
H 1.32 2.23 2.25
H -3.36 -0.06 1.32
H -5.58 -0.77 2.14
H -5.84 -1.51 4.49
H -3.88 -1.50 6.01
H -1.70 -0.73 5.21
O -2.24 -1.67 -5.75
S -1.18 -0.71 -5.79
O 0.16 -1.18 -6.02
O -1.51 0.62 -6.22
S -0.97 -0.09 -3.54
C -0.07 3.29 -3.84
N -1.30 3.34 -3.05
C -2.48 3.92 -3.48
C -3.40 3.69 -2.53
N -2.78 2.98 -1.52
C -3.45 2.45 -0.34
C -1.49 2.77 -1.85
Se -0.12 2.03 -0.79
H 0.20 4.30 -4.14
H -0.23 2.67 -4.72
H 0.72 2.86 -3.24
H -2.55 4.43 -4.43
H -4.44 3.97 -2.47
H -4.33 3.05 -0.15
H -2.77 2.50 0.51
H -3.74 1.41 -0.52
F -1.39 -2.00 0.66
*
```

# 2
# C3H12NO

A cluster of 2 separate species, C3H12NO in total in a non-equilibrium geometry (ωB97M-V/def2-TZVPD, OMol25).

Computed properties:
Kohn-Sham gap   11.679 eV
Energy relative to the best compared isomer or geometry (same formula, charge and spin)   50.28 kcal per mole
HOMO energy   -0.5543 hartree
Energy   -6835.234 eV

```
! RIJCOSX wB97M-V def2-TZVPD def2/J DEFGRID3
* xyz 1 1
C 1.67 1.45 1.42
N 1.09 0.10 1.30
H 1.73 1.65 2.49
H 2.69 1.58 0.97
H 1.09 2.18 0.96
H 0.29 0.08 1.78
H 1.80 -0.62 1.80
H 0.91 -0.29 0.33
C -0.75 -0.30 -1.61
O 0.44 -0.88 -0.89
C -2.20 -0.72 -0.94
H -0.64 0.76 -1.52
H -0.70 -0.61 -2.64
H 0.31 -1.91 -1.12
H -2.21 -1.82 -0.68
H -2.42 0.08 -0.16
H -3.08 -0.71 -1.50
*
```